Entry 1:
Density functional theory data (the ωB97M-V functional and the def2-TZVPD basis) for a 12-piece molecular cluster, C24H72O24 overall in a non-equilibrium geometry.

Bonds (Å) are listed after each position.
Geometry (Å):
1 O -0.976 5.070 -1.855  C2 1.417, H5 0.964
2 C -0.391 3.903 -1.302  O1 1.417, C3 1.518, H6 1.092, H7 1.093
3 C -1.392 3.026 -0.573  C2 1.518, O4 1.433, H8 1.095, H9 1.095
4 O -2.303 2.417 -1.496  C3 1.433, H10 0.960
5 H -1.275 4.832 -2.741  O1 0.964
6 H 0.194 3.332 -2.026  C2 1.092
7 H 0.309 4.246 -0.537  C2 1.093
8 H -1.960 3.656 0.121  C3 1.095
9 H -0.867 2.308 0.067  C3 1.095
10 H -3.180 2.657 -1.187  O4 0.960
11 O 3.392 3.069 -5.322  C12 1.417, H15 0.964
12 C 3.200 3.548 -4.002  O11 1.417, C13 1.539, H16 1.098, H17 1.085
13 C 3.424 2.509 -2.889  C12 1.539, O14 1.456, H18 1.092, H19 1.091
14 O 2.585 1.358 -3.194  C13 1.456, H20 0.964
15 H 4.253 2.636 -5.329  O11 0.964
16 H 3.950 4.328 -3.813  C12 1.098
17 H 2.191 3.921 -3.860  C12 1.085
18 H 3.120 2.986 -1.955  C13 1.092
19 H 4.454 2.168 -2.764  C13 1.091
20 H 3.192 0.695 -3.541  O14 0.964
21 O -1.346 2.297 2.978  C22 1.411, H25 0.978
22 C -1.444 3.694 3.142  O21 1.411, C23 1.523, H26 1.091, H27 1.099
23 C -2.704 4.149 3.867  C22 1.523, O24 1.415, H28 1.098, H29 1.095
24 O -3.826 3.814 3.072  C23 1.415, H30 0.960
25 H -2.165 1.931 2.587  O21 0.978
26 H -0.533 4.090 3.591  C22 1.091
27 H -1.478 4.188 2.161  C22 1.099
28 H -2.591 5.228 4.035  C23 1.098
29 H -2.782 3.771 4.892  C23 1.095
30 H -4.519 3.517 3.665  O24 0.960
31 O 1.320 1.304 2.596  C32 1.428, H35 0.974
32 C 2.103 2.486 2.758  O31 1.428, C33 1.527, H36 1.101, H37 1.087
33 C 1.799 3.485 1.644  C32 1.527, O34 1.420, H38 1.088, H39 1.096
34 O 2.349 2.984 0.434  C33 1.420, H40 0.967
35 H 0.385 1.570 2.658  O31 0.974
36 H 1.722 2.880 3.712  C32 1.101
37 H 3.178 2.326 2.784  C32 1.087
38 H 2.221 4.481 1.759  C33 1.088
39 H 0.713 3.546 1.510  C33 1.096
40 H 1.965 2.138 0.163  O34 0.967
41 O -0.285 2.025 -7.663  C42 1.428, H45 0.965
42 C -1.091 1.636 -6.550  O41 1.428, C43 1.491, H46 1.100, H47 1.093
43 C -0.342 1.162 -5.351  C42 1.491, O44 1.407, H48 1.102, H49 1.103
44 O 0.200 2.212 -4.586  C43 1.407, H50 0.969
45 H 0.245 2.768 -7.349  O41 0.965
46 H -1.735 2.509 -6.361  C42 1.100
47 H -1.817 0.882 -6.864  C42 1.093
48 H 0.456 0.455 -5.629  C43 1.102
49 H -0.959 0.445 -4.784  C43 1.103
50 H 0.950 1.874 -4.074  O44 0.969
51 O -3.376 -1.775 -0.332  C52 1.461, H55 0.958
52 C -4.389 -2.743 0.081  O51 1.461, C53 1.553, H56 1.096, H57 1.086
53 C -5.321 -2.900 -1.151  C52 1.553, O54 1.428, H58 1.096, H59 1.086
54 O -6.396 -1.964 -1.064  C53 1.428, H60 0.961
55 H -3.112 -2.020 -1.219  O51 0.958
56 H -3.792 -3.636 0.296  C52 1.096
57 H -4.904 -2.446 0.990  C52 1.086
58 H -5.784 -3.893 -1.145  C53 1.096
59 H -4.752 -2.738 -2.062  C53 1.086
60 H -6.980 -2.285 -0.371  O54 0.961
61 O 3.391 -1.879 5.602  C62 1.428, H65 0.956
62 C 2.579 -0.707 5.517  O61 1.428, C63 1.499, H66 1.096, H67 1.098
63 C 1.191 -1.042 5.060  C62 1.499, O64 1.427, H68 1.095, H69 1.097
64 O 0.436 -1.711 6.069  C63 1.427, H70 0.957
65 H 4.048 -1.765 6.287  O61 0.956
66 H 2.602 -0.274 6.524  C62 1.096
67 H 3.008 0.008 4.803  C62 1.098
68 H 1.217 -1.630 4.137  C63 1.095
69 H 0.684 -0.083 4.899  C63 1.097
70 H -0.498 -1.585 5.901  O64 0.957
71 O 2.316 -3.526 1.187  C72 1.425, H75 0.988
72 C 3.277 -3.807 0.173  O71 1.425, C73 1.528, H76 1.095, H77 1.096
73 C 4.304 -2.696 -0.040  C72 1.528, O74 1.428, H78 1.093, H79 1.091
74 O 3.811 -1.523 -0.689  C73 1.428, H80 0.970
75 H 1.809 -2.688 1.059  O71 0.988
76 H 3.908 -4.645 0.485  C72 1.095
77 H 2.793 -4.170 -0.740  C72 1.096
78 H 5.039 -3.109 -0.734  C73 1.093
79 H 4.737 -2.483 0.938  C73 1.091
80 H 3.042 -1.221 -0.181  O74 0.970
81 O 1.149 0.793 -0.897  C82 1.411, H85 0.969
82 C 0.291 -0.327 -0.890  O81 1.411, C83 1.515, H86 1.099, H87 1.093
83 C -0.046 -0.621 0.558  C82 1.515, O84 1.435, H88 1.094, H89 1.093
84 O 1.128 -1.032 1.272  C83 1.435, H90 0.982
85 H 1.539 0.907 -1.777  O81 0.969
86 H -0.650 -0.031 -1.376  C82 1.099
87 H 0.614 -1.226 -1.420  C82 1.093
88 H -0.814 -1.400 0.574  C83 1.094
89 H -0.543 0.218 1.051  C83 1.093
90 H 1.466 -0.207 1.683  O84 0.982
91 O -2.091 -5.523 1.012  C92 1.415, H95 0.962
92 C -1.384 -4.415 1.539  O91 1.415, C93 1.502, H96 1.093, H97 1.103
93 C -0.371 -4.840 2.564  C92 1.502, O94 1.441, H98 1.097, H99 1.099
94 O 0.688 -5.629 1.990  C93 1.441, H100 0.978
95 H -2.676 -5.859 1.697  O91 0.962
96 H -0.956 -3.832 0.719  C92 1.093
97 H -2.082 -3.674 1.965  C92 1.103
98 H -0.791 -5.507 3.327  C93 1.097
99 H 0.173 -4.067 3.124  C93 1.099
100 H 1.255 -4.942 1.585  O94 0.978
101 O -3.481 0.772 1.975  C102 1.444, H105 0.970
102 C -3.624 -0.408 2.794  O101 1.444, C103 1.550, H106 1.087, H107 1.092
103 C -5.002 -0.297 3.494  C102 1.550, O104 1.407, H108 1.092, H109 1.094
104 O -6.034 -0.391 2.541  C103 1.407, H110 0.965
105 H -3.431 0.404 1.079  O101 0.970
106 H -3.665 -1.302 2.176  C102 1.087
107 H -2.856 -0.494 3.567  C102 1.092
108 H -4.962 0.611 4.099  C103 1.092
109 H -4.998 -1.171 4.151  C103 1.094
110 H -6.104 0.494 2.161  O104 0.965
111 O 3.885 -2.544 -5.878  C112 1.411, H115 0.960
112 C 2.789 -2.317 -5.019  O111 1.411, C113 1.512, H116 1.096, H117 1.101
113 C 3.164 -2.366 -3.555  C112 1.512, O114 1.431, H118 1.093, H119 1.097
114 O 3.911 -1.207 -3.175  C113 1.431, H120 0.970
115 H 3.547 -2.823 -6.733  O111 0.960
116 H 2.251 -1.404 -5.297  C112 1.096
117 H 2.051 -3.130 -5.104  C112 1.101
118 H 3.740 -3.246 -3.257  C113 1.093
119 H 2.225 -2.390 -2.988  C113 1.097
120 H 3.896 -1.150 -2.207  O114 0.970

Spin multiplicity   1
DFT total energy   -75189.9254 eV
Kohn-Sham gap   9.71 eV
Energy above the lowest of the compared OMol25 structures with the same formula, charge and spin   134.79 kJ/mol
SMILES   OCCO.OCCO.OCCO.OCCO.OCCO.OCCO.OCCO.OCCO.OCCO.OCCO.OCCO.OCCO
Net charge   0

Löwdin atomic charge list, values in e, 99 entries:
1. O -0.05
2. C -0.24
3. C -0.23
4. O -0.05
5. H 0.09
6. H 0.11
7. H 0.10
8. H 0.11
9. H 0.09
10. H 0.08
11. O -0.05
12. C -0.24
13. C -0.16
14. O -0.12
15. H 0.09
16. H 0.12
17. H 0.11
18. H 0.11
19. H 0.13
20. H 0.07
21. O -0.09
22. C -0.24
23. C -0.24
24. O -0.05
25. H 0.06
26. H 0.12
27. H 0.11
28. H 0.12
29. H 0.12
30. H 0.08
31. O -0.10
32. C -0.19
33. C -0.22
34. O -0.09
35. H 0.06
36. H 0.12
37. H 0.13
38. H 0.13
39. H 0.08
40. H 0.04
41. O -0.07
42. C -0.25
43. C -0.27
44. O -0.06
45. H 0.08
46. H 0.12
47. H 0.12
48. H 0.12
49. H 0.11
50. H 0.04
51. O -0.10
52. C -0.18
53. C -0.21
54. O -0.07
55. H 0.07
56. H 0.10
57. H 0.10
58. H 0.12
59. H 0.12
60. H 0.08
61. O -0.06
62. C -0.24
63. C -0.24
64. O -0.06
65. H 0.08
66. H 0.13
67. H 0.11
68. H 0.11
69. H 0.11
70. H 0.07
71. O -0.09
72. C -0.21
73. C -0.18
74. O -0.07
75. H 0.06
76. H 0.13
77. H 0.12
78. H 0.13
79. H 0.13
80. H 0.09
81. O -0.07
82. C -0.21
83. C -0.20
84. O -0.10
85. H 0.06
86. H 0.12
87. H 0.12
88. H 0.10
89. H 0.11
90. H 0.07
91. O -0.06
92. C -0.27
93. C -0.23
94. O -0.09
95. H 0.09
96. H 0.11
97. H 0.11
98. H 0.12
99. H 0.12

Entry 2:
Density functional theory data (the ωB97M-V functional and the def2-TZVPD basis) for a 8-piece molecular cluster, C24H72O32P8 overall in a non-equilibrium geometry.

Bonds (Å) are listed after each position.
Geometry (Å):
1 C 7.306 6.923 -0.746  O2 1.424, H9 1.092, H10 1.084, H11 1.093
2 O 6.224 7.165 0.147  C1 1.424, P3 1.590
3 P 5.936 6.038 1.231  O2 1.590, O4 1.458, O5 1.574, O7 1.560
4 O 6.161 4.685 0.739  P3 1.458
5 O 6.880 6.495 2.406  P3 1.574, C6 1.436
6 C 6.913 5.751 3.633  O5 1.436, H12 1.094, H13 1.083, H14 1.090
7 O 4.514 6.371 1.778  P3 1.560, C8 1.465
8 C 3.288 5.938 1.104  O7 1.465, H15 1.087, H16 1.087, H17 1.087
9 H 8.199 7.457 -0.416  C1 1.092
10 H 7.021 7.190 -1.757  C1 1.084
11 H 7.595 5.869 -0.759  C1 1.093
12 H 5.905 5.645 4.047  C6 1.094
13 H 7.520 6.322 4.324  C6 1.083
14 H 7.273 4.737 3.458  C6 1.090
15 H 3.276 4.865 0.933  C8 1.087
16 H 3.122 6.514 0.196  C8 1.087
17 H 2.524 6.196 1.834  C8 1.087
18 C -4.796 -6.589 -1.031  O19 1.428, H26 1.085, H27 1.094, H28 1.087
19 O -4.659 -5.171 -0.936  C18 1.428, P20 1.592
20 P -4.433 -4.518 0.498  O19 1.592, O21 1.468, O22 1.575, O24 1.563
21 O -3.895 -5.522 1.424  P20 1.468
22 O -5.838 -3.923 0.887  P20 1.575, C23 1.432
23 C -6.857 -4.864 1.246  O22 1.432, H29 1.089, H30 1.090, H31 1.084
24 O -3.484 -3.312 0.202  P20 1.563, C25 1.439
25 C -3.457 -2.178 1.087  O24 1.439, H32 1.081, H33 1.088, H34 1.094
26 H -3.887 -7.104 -0.736  C18 1.085
27 H -4.946 -6.804 -2.092  C18 1.094
28 H -5.695 -6.932 -0.524  C18 1.087
29 H -6.458 -5.549 1.993  C23 1.089
30 H -7.157 -5.406 0.350  C23 1.090
31 H -7.709 -4.320 1.638  C23 1.084
32 H -2.768 -1.504 0.597  C25 1.081
33 H -3.221 -2.478 2.106  C25 1.088
34 H -4.411 -1.645 1.127  C25 1.094
35 C -0.653 -3.857 1.761  O36 1.422, H43 1.088, H44 1.089, H45 1.089
36 O 0.329 -4.869 1.576  C35 1.422, P37 1.563
37 P 0.467 -5.685 0.251  O36 1.563, O38 1.467, O39 1.583, O41 1.574
38 O 1.343 -5.103 -0.772  P37 1.467
39 O -1.037 -5.937 -0.175  P37 1.583, C40 1.414
40 C -1.471 -5.722 -1.503  O39 1.414, H46 1.088, H47 1.098, H48 1.084
41 O 0.946 -7.064 0.839  P37 1.574, C42 1.424
42 C 0.741 -8.251 0.079  O41 1.424, H49 1.096, H50 1.087, H51 1.083
43 H -0.162 -2.907 1.960  C35 1.088
44 H -1.273 -4.150 2.607  C35 1.089
45 H -1.296 -3.723 0.893  C35 1.089
46 H -2.249 -4.969 -1.608  C40 1.088
47 H -1.943 -6.611 -1.944  C40 1.098
48 H -0.637 -5.507 -2.161  C40 1.084
49 H 0.417 -8.003 -0.939  C42 1.096
50 H -0.078 -8.828 0.501  C42 1.087
51 H 1.690 -8.768 0.016  C42 1.083
52 C -0.761 6.434 -4.313  O53 1.443, H60 1.083, H61 1.086, H62 1.092
53 O 0.440 7.215 -4.141  C52 1.443, P54 1.565
54 P 0.676 7.917 -2.762  O53 1.565, O55 1.464, O56 1.576, O58 1.598
55 O 0.531 7.080 -1.570  P54 1.464
56 O 2.060 8.635 -2.994  P54 1.576, C57 1.418
57 C 2.551 9.491 -1.976  O56 1.418, H63 1.083, H64 1.094, H65 1.092
58 O -0.398 9.096 -2.862  P54 1.598, C59 1.417
59 C -0.766 9.862 -1.728  O58 1.417, H66 1.091, H67 1.093, H68 1.085
60 H -1.094 6.618 -5.327  C52 1.083
61 H -1.500 6.619 -3.538  C52 1.086
62 H -0.474 5.383 -4.238  C52 1.092
63 H 3.629 9.515 -2.086  C57 1.083
64 H 2.371 9.100 -0.970  C57 1.094
65 H 2.205 10.527 -1.978  C57 1.092
66 H -1.097 9.285 -0.864  C59 1.091
67 H -1.666 10.398 -2.039  C59 1.093
68 H 0.018 10.576 -1.497  C59 1.085
69 C -5.588 2.788 4.608  O70 1.447, H77 1.096, H78 1.092, H79 1.082
70 O -6.433 1.724 4.112  C69 1.447, P71 1.596
71 P -6.400 1.383 2.553  O70 1.596, O72 1.459, O73 1.566, O75 1.572
72 O -5.133 0.792 2.136  P71 1.459
73 O -7.688 0.502 2.426  P71 1.566, C74 1.448
74 C -7.560 -0.876 2.854  O73 1.448, H80 1.092, H81 1.091, H82 1.080
75 O -6.742 2.730 1.820  P71 1.572, C76 1.460
76 C -8.059 3.333 2.005  O75 1.460, H83 1.089, H84 1.087, H85 1.091
77 H -5.193 3.402 3.790  C69 1.096
78 H -4.667 2.389 5.038  C69 1.092
79 H -6.182 3.375 5.297  C69 1.082
80 H -7.129 -0.891 3.857  C74 1.092
81 H -6.839 -1.404 2.227  C74 1.091
82 H -8.550 -1.303 2.799  C74 1.080
83 H -8.701 2.767 2.677  C76 1.089
84 H -8.526 3.422 1.028  C76 1.087
85 H -7.923 4.322 2.446  C76 1.091
86 C 7.100 -3.731 3.042  O87 1.416, H94 1.095, H95 1.088, H96 1.086
87 O 7.121 -4.706 2.015  C86 1.416, P88 1.578
88 P 5.845 -5.583 1.710  O87 1.578, O89 1.464, O90 1.573, O92 1.574
89 O 5.082 -6.000 2.887  P88 1.464
90 O 5.038 -4.838 0.583  P88 1.573, C91 1.422
91 C 4.301 -3.672 0.926  O90 1.422, H97 1.092, H98 1.089, H99 1.089
92 O 6.477 -6.761 0.878  P88 1.574, C93 1.412
93 C 5.741 -7.964 0.806  O92 1.412, H100 1.089, H101 1.089, H102 1.100
94 H 7.682 -2.861 2.721  C86 1.095
95 H 7.645 -4.145 3.887  C86 1.088
96 H 6.121 -3.332 3.290  C86 1.086
97 H 4.282 -3.542 2.010  C91 1.092
98 H 3.283 -3.867 0.592  C91 1.089
99 H 4.659 -2.754 0.462  C91 1.089
100 H 5.834 -8.427 -0.175  C93 1.089
101 H 4.704 -7.867 1.124  C93 1.089
102 H 6.160 -8.725 1.481  C93 1.100
103 C 2.070 -0.431 1.124  O104 1.423, H111 1.086, H112 1.090, H113 1.094
104 O 2.137 0.515 0.063  C103 1.423, P105 1.577
105 P 1.138 1.736 0.061  O104 1.577, O106 1.456, O107 1.580, O109 1.578
106 O 1.526 2.814 0.959  P105 1.456
107 O 0.922 2.133 -1.453  P105 1.580, C108 1.454
108 C 1.372 3.426 -1.944  O107 1.454, H114 1.084, H115 1.097, H116 1.093
109 O -0.257 1.093 0.425  P105 1.578, C110 1.443
110 C -1.464 1.864 0.251  O109 1.443, H117 1.097, H118 1.087, H119 1.085
111 H 1.727 -1.383 0.728  C103 1.086
112 H 1.498 -0.100 1.991  C103 1.090
113 H 3.072 -0.569 1.543  C103 1.094
114 H 1.085 4.268 -1.325  C108 1.084
115 H 0.856 3.471 -2.910  C108 1.097
116 H 2.412 3.464 -2.276  C108 1.093
117 H -1.876 1.644 -0.741  C110 1.097
118 H -1.283 2.927 0.386  C110 1.087
119 H -2.224 1.509 0.939  C110 1.085
120 C 1.046 -4.130 -4.002  O121 1.450, H128 1.088, H129 1.093, H130 1.086
121 O -0.340 -3.801 -3.734  C120 1.450, P122 1.587
122 P -0.862 -2.358 -4.137  O121 1.587, O123 1.452, O124 1.565, O126 1.590
123 O -0.163 -1.782 -5.271  P122 1.452
124 O -2.391 -2.663 -4.278  P122 1.565, C125 1.446
125 C -3.294 -1.561 -4.526  O124 1.446, H131 1.093, H132 1.088, H133 1.089
126 O -0.848 -1.462 -2.824  P122 1.590, C127 1.439
127 C 0.474 -1.032 -2.454  O126 1.439, H134 1.094, H135 1.095, H136 1.085
128 H 1.074 -5.076 -4.538  C120 1.088
129 H 1.525 -4.295 -3.034  C120 1.093
130 H 1.610 -3.358 -4.518  C120 1.086
131 H -4.054 -1.573 -3.740  C125 1.093
132 H -3.812 -1.726 -5.468  C125 1.088
133 H -2.798 -0.593 -4.491  C125 1.089
134 H 0.998 -0.732 -3.367  C127 1.094
135 H 1.065 -1.868 -2.066  C127 1.095
136 H 0.447 -0.189 -1.770  C127 1.085

Spin multiplicity   1
DFT total energy   -165904.3141 eV
Kohn-Sham gap   10.53 eV
Energy above the lowest of the compared OMol25 structures with the same formula, charge and spin   87.91 kJ/mol
SMILES   COP(=O)(OC)OC.COP(=O)(OC)OC.COP(=O)(OC)OC.COP(=O)(OC)OC.COP(=O)(OC)OC.COP(=O)(OC)OC.COP(=O)(OC)OC.COP(=O)(OC)OC
Net charge   0

Löwdin atomic charge list, values in e, 99 entries:
1. C -0.11
2. O -0.21
3. P 0.30
4. O -0.23
5. O -0.21
6. C -0.08
7. O -0.21
8. C -0.04
9. H 0.09
10. H 0.08
11. H 0.08
12. H 0.09
13. H 0.09
14. H 0.09
15. H 0.07
16. H 0.08
17. H 0.09
18. C -0.10
19. O -0.22
20. P 0.33
21. O -0.22
22. O -0.22
23. C -0.08
24. O -0.21
25. C -0.07
26. H 0.08
27. H 0.10
28. H 0.08
29. H 0.09
30. H 0.08
31. H 0.08
32. H 0.09
33. H 0.10
34. H 0.07
35. C -0.08
36. O -0.18
37. P 0.35
38. O -0.22
39. O -0.20
40. C -0.10
41. O -0.20
42. C -0.08
43. H 0.08
44. H 0.10
45. H 0.06
46. H 0.08
47. H 0.09
48. H 0.06
49. H 0.08
50. H 0.09
51. H 0.09
52. C -0.07
53. O -0.20
54. P 0.33
55. O -0.23
56. O -0.18
57. C -0.11
58. O -0.21
59. C -0.10
60. H 0.09
61. H 0.09
62. H 0.08
63. H 0.09
64. H 0.09
65. H 0.08
66. H 0.09
67. H 0.09
68. H 0.07
69. C -0.08
70. O -0.22
71. P 0.30
72. O -0.22
73. O -0.21
74. C -0.06
75. O -0.21
76. C -0.06
77. H 0.09
78. H 0.09
79. H 0.09
80. H 0.09
81. H 0.07
82. H 0.09
83. H 0.08
84. H 0.09
85. H 0.09
86. C -0.10
87. O -0.19
88. P 0.32
89. O -0.22
90. O -0.19
91. C -0.10
92. O -0.19
93. C -0.11
94. H 0.09
95. H 0.09
96. H 0.08
97. H 0.08
98. H 0.07
99. H 0.09